# C20H28BClF4MnN2O2

A structure of composition C20H28BClF4MnN2O2 in a non-equilibrium geometry (ωB97M-V with the def2-TZVPD basis set, the OMol25 dataset).

```
59
Properties=species:S:1:pos:R:3:lowdin_charge:R:1
Mn -0.01105 -0.00133 -0.12682 0.59
Cl -1.91548 0.29194 1.67657 0.13
F 0.23514 -0.01659 2.04954 -0.48
F 1.29182 -0.13116 3.89855 0.22
F -0.46214 1.25109 3.91576 0.18
F -0.95269 -0.84432 4.11091 0.14
O -0.70912 4.10661 -0.23138 0.05
O -0.59352 -4.15887 -0.18594 0.04
N 0.12602 2.01022 -0.05781 0.05
N 0.00311 -2.00518 0.21608 0.07
C -0.46332 -2.53694 -3.96048 -0.06
C -0.86965 2.87781 -0.56514 -0.32
C -1.98538 2.42279 -1.37894 -0.07
C -0.97842 -1.26670 -3.34418 -0.26
C 0.35796 4.17909 0.77921 -0.04
C 0.80633 -2.81866 1.15606 -0.57
C 0.24824 -2.65663 2.53448 -0.04
C 1.09962 2.87600 0.64200 -0.57
C -0.69930 -0.04618 -3.94354 -0.02
C -1.03067 1.17105 -3.35579 -0.25
C -2.01040 -0.06101 -1.55000 -0.10
C -1.64443 -1.28050 -2.13421 -0.21
C 2.25188 -2.35509 1.09223 -0.03
C 1.46601 2.24543 1.94777 -0.04
C -0.84029 -2.92351 -0.46163 -0.30
C -1.90610 -2.53946 -1.36480 -0.06
C -1.69253 1.16596 -2.14448 -0.21
C 0.61838 -4.21646 0.65622 -0.05
C -0.58276 2.45425 -3.99173 -0.05
C 2.31007 3.01125 -0.25886 -0.04
B -0.00080 0.04238 3.74394 -1.36
H 2.02247 3.05064 -1.32316 0.08
H 0.23553 2.91918 -3.41180 0.08
H -1.23956 -3.30043 -4.07208 0.07
H 0.34391 -2.96926 -3.34530 0.08
H -0.15108 -0.03927 -4.88846 0.11
H 2.62940 -2.36838 0.05499 0.08
H 1.69194 1.18142 1.83452 0.07
H -2.06809 -3.40378 -2.02083 0.12
H 0.64457 2.33547 2.67892 0.08
H -2.24657 3.26556 -2.02889 0.12
H -0.03800 -2.34229 -4.95820 0.07
H 2.36679 -1.33714 1.47842 0.08
H 2.87364 -3.02340 1.70664 0.09
H -2.81798 -2.42881 -0.74645 0.15
H -0.81536 -2.92355 2.58834 0.11
H 2.85880 3.93318 -0.01702 0.08
H 0.31428 -1.61124 2.87654 0.04
H 1.44097 -4.56558 -0.00538 0.13
H -0.19243 2.27514 -5.00690 0.07
H 0.44662 -4.96951 1.43779 0.13
H 0.81216 -3.24206 3.26229 0.10
H -0.14792 4.28119 1.76628 0.15
H -2.65431 -0.06827 -0.64527 0.05
H 2.99371 2.15208 -0.13452 0.09
H 2.35934 2.71696 2.37550 0.10
H 0.95400 5.07624 0.58535 0.13
H -1.38789 3.19130 -4.06829 0.07
H -2.83522 2.26795 -0.68881 0.14
```

## Properties
multiplicity	5
highest occupied orbital energy (alpha / beta)	-3.061 / -0.917	eV
E	-3074.5846	Ha
charge	-1
Kohn-Sham gap (alpha / beta)	5.753 / 3.628	eV

***

# C4H12N3

The ion C4H12N3 with charge +1 in a non-equilibrium geometry (ωB97M-V with the def2-TZVPD basis set, the OMol25 dataset).

```
19
Properties=species:S:1:pos:R:3:lowdin_charge:R:1
N -1.90318 0.48985 -2.10648 0.03
N -0.73084 1.01117 0.20917 0.21
N 0.97149 0.22345 2.20764 -0.01
C -0.87630 -0.42574 -1.70724 -0.10
C 1.14700 -0.55088 -0.09508 -0.14
C -0.16904 -0.12154 -0.63504 -0.22
C 1.06929 -1.00379 1.35485 -0.20
H 1.92434 -1.60294 1.63838 0.12
H 0.48671 0.03012 3.06782 0.09
H -0.44401 1.87150 -0.25986 0.16
H 1.86793 0.67996 2.25882 0.10
H 1.63207 -1.20197 -0.81408 0.13
H 0.14840 -1.52806 1.59495 0.12
H 1.79627 0.32766 -0.13335 0.13
H -0.24327 0.94961 1.15152 0.11
H -0.67874 -1.22721 -2.39785 0.13
H -1.74248 1.01598 0.07076 0.15
H -2.70640 0.02497 -2.51793 0.10
H -1.54924 1.03785 -2.88702 0.10
```

## Properties
highest occupied orbital energy	-13.715	eV
E	-323.6192	Ha
SMILES	N/C=C(\[NH3+])CCN
charge	+1
Kohn-Sham gap	10.866	eV

***

Look up the charge of the second one.
+1

***

Among the records above, which one has the highest E?
C4H12N3

***

Which of these has the lowest E?
C20H28BClF4MnN2O2